# 1
A molecular structure, C29H40BrIN4O10PSeTi at a distorted geometry. Source: OMol25; level of theory: ωB97M-V with the def2-TZVPD basis set.

Geometry as ORCA input:
```
! wB97M-V def2-TZVPD RIJCOSX def2/J DEFGRID3
* xyz 3 1
I 1.856 -2.301 3.463
Br 5.299 -2.753 3.366
Se -1.310 2.174 0.249
Ti 0.239 0.076 0.634
P 1.543 1.313 -1.141
O 2.274 -2.574 -1.350
O -1.056 -1.814 1.562
O 1.446 -1.164 0.209
O -0.731 0.611 2.394
O 2.965 0.658 -1.274
O 1.669 1.000 1.742
O 1.776 2.783 -0.602
O -1.206 -4.420 -3.697
O 1.025 1.573 -2.647
O 0.942 -4.306 -3.117
N -0.851 -0.885 -0.946
N -1.704 2.221 -2.613
N -1.924 -2.240 -2.276
N -3.126 3.481 -1.551
C -0.626 -2.659 -2.318
C 0.041 -1.806 -1.493
C 1.262 0.611 -3.708
C 0.049 1.226 3.450
C -4.567 4.016 -4.931
C -2.050 -1.194 -1.441
C 2.164 -4.512 5.496
C 4.137 1.332 -1.813
C -1.971 -0.027 2.782
C -3.842 4.193 -0.502
C -4.494 4.200 -3.564
C -2.555 2.735 -3.587
C 4.930 -4.774 5.322
C 2.828 -5.437 6.288
C 1.530 4.046 -1.264
C -3.653 3.203 -5.616
C 4.206 -5.564 6.201
C 4.277 -3.837 4.535
C -2.063 2.688 -1.407
C -0.299 -3.898 -3.117
C 3.112 0.784 1.817
C -3.470 3.535 -2.902
C 1.159 1.945 2.717
C -3.357 -0.566 -1.130
C -1.761 -1.520 2.775
C -1.072 -3.225 1.288
C -2.629 2.548 -4.960
C 2.895 -3.718 4.631
C 1.392 -1.898 -0.901
H 2.215 4.763 -0.821
H -1.170 -1.854 3.630
H 4.979 0.680 -1.603
H 3.346 -0.099 1.232
H -3.971 -1.248 -0.537
H 4.723 -6.280 6.825
H 2.261 -6.055 6.970
H -2.293 0.336 3.757
H 2.087 -0.058 -3.468
H -2.652 -2.733 -2.787
H -3.228 0.349 -0.562
H -2.709 0.265 2.035
H 6.003 -4.880 5.241
H 4.039 1.476 -2.887
H 3.397 0.613 2.853
H -2.055 -3.524 0.918
H -5.201 4.830 -3.040
H 1.508 1.173 -4.606
H -3.756 3.088 -6.686
H -3.374 3.995 0.458
H 1.571 -3.769 -2.600
H 0.444 0.453 4.113
H 1.090 -4.415 5.559
H -5.350 4.512 -5.487
H -0.304 -3.440 0.550
H -2.729 -2.025 2.787
H 0.782 2.820 2.187
H -4.880 3.868 -0.472
H 3.632 1.654 1.419
H -3.814 5.264 -0.696
H -3.907 -0.349 -2.047
H 0.505 4.356 -1.072
H 4.273 2.294 -1.322
H -0.844 -3.787 2.194
H -0.829 1.751 -2.786
H 1.932 2.259 3.414
H 1.713 3.973 -2.332
H 0.360 0.027 -3.893
H -0.573 1.930 4.002
H -1.922 1.925 -5.493
*
```

Output
- Gap between HOMO and LUMO: 4.91 eV
- E_LUMO: -9.931 eV
- F_max: 2.14 eV/Å

Here are the natural (NBO) charges for atoms 1 to 6, given in e: number 1, I, carries 0.1201; number 2, Br, carries 0.0820; number 3, Se, carries -0.0745; number 4, Ti, carries 1.5634; number 5, P, carries 1.9070; number 6, O, carries -0.5044

# 2
A molecular structure, C29H40F6GdN7O5S2 at a distorted geometry. Source: OMol25; level of theory: ωB97M-V with the def2-TZVPD basis set.

Geometry as ORCA input:
```
! wB97M-V def2-TZVPD RIJCOSX def2/J DEFGRID3
* xyz 0 8
Gd -16.819 -5.467 6.057
S -11.220 -5.052 3.510
S -12.811 -6.998 4.806
F -9.222 -3.902 4.770
F -10.922 -4.281 6.063
F -11.623 -8.459 2.902
F -13.046 -9.513 4.113
F -13.707 -8.141 2.603
F -9.582 -5.884 5.426
O -14.203 -6.994 5.220
O -18.009 -4.298 7.398
O -11.493 -3.724 3.003
O -11.802 -7.371 5.735
O -10.428 -5.996 2.786
N -18.325 -6.695 4.985
N -15.952 -5.062 3.709
N -17.255 -7.500 4.442
N -12.593 -5.636 4.055
N -15.091 -5.487 7.967
N -15.232 -3.477 5.949
N -16.214 -7.677 7.050
C -15.557 -7.806 8.220
C -19.143 -2.478 5.643
C -16.943 -7.228 3.047
C -10.184 -4.782 5.032
C -16.673 -9.927 4.180
C -16.837 -5.712 2.752
C -20.609 -6.163 5.417
C -15.829 -3.608 3.543
C -15.308 -9.028 8.823
C -16.841 -8.709 5.021
C -19.801 -8.501 5.980
C -14.879 -3.042 4.582
C -19.724 -1.578 4.776
C -19.202 -3.460 9.336
C -14.917 -6.538 8.672
C -12.755 -8.339 3.511
C -14.422 -4.201 8.203
C -16.520 -8.813 6.399
C -16.354 -10.069 6.972
C -19.685 -7.313 4.998
C -13.941 -6.731 9.822
C -20.964 -0.633 6.612
C -20.420 -1.551 7.465
C -18.879 -3.441 7.871
C -20.117 -7.727 3.588
C -20.636 -0.624 5.240
C -15.747 -10.189 8.202
C -19.473 -2.501 7.032
C -14.062 -3.649 6.809
H -15.657 -10.125 3.848
H -14.909 -1.942 4.566
H -15.832 -2.765 6.323
H -19.458 -8.510 3.239
H -13.514 -4.345 8.784
H -20.431 -5.301 4.791
H -20.237 -3.794 9.424
H -20.688 -1.521 8.513
H -21.679 -6.357 5.322
H -19.979 -6.889 2.882
H -19.488 -1.626 3.697
H -17.047 -10.768 4.715
H -17.290 -9.875 3.275
H -16.654 -10.964 6.443
H -21.009 0.106 4.532
H -19.090 -9.272 5.700
H -19.117 -2.489 9.861
H -15.492 -3.344 2.528
H -21.097 -8.103 3.519
H -20.366 -5.865 6.452
H -15.062 -5.528 3.750
H -21.711 0.058 7.022
H -14.458 -7.174 10.674
H -19.603 -8.196 7.026
H -15.565 -11.180 8.629
H -20.784 -8.903 5.801
H -16.888 -3.255 3.616
H -13.539 -2.692 6.928
H -13.834 -3.334 4.344
H -18.588 -4.163 9.869
H -15.989 -7.629 2.720
H -17.754 -5.133 2.850
H -15.088 -3.491 8.724
H -13.102 -7.354 9.524
H -13.474 -5.772 10.083
H -13.397 -4.320 6.326
H -16.469 -5.590 1.732
H -17.687 -7.713 2.416
H -18.378 -3.161 5.327
H -14.850 -9.056 9.810
*
```

Output
- Gap between HOMO and LUMO (spin up / spin down): 5.10 / 7.45 eV
- ⟨S²⟩: 16.127
- E_LUMO (spin up / spin down): -0.654 / -0.828 eV
- F_max: 1.96 eV/Å
- ΔE to the lowest compared entry with this formula, charge and spin: 0.303 eV

Here are the Mulliken charges for atoms 1 to 6, given in e: number 1, Gd, carries 0.2905; number 2, S, carries 1.0119; number 3, S, carries 1.3284; number 4, F, carries -0.2476; number 5, F, carries -0.2078; number 6, F, carries -0.1795

# 3
A molecular structure, C29H40FeGe2N4O2 at a distorted geometry. Source: OMol25; level of theory: ωB97M-V with the def2-TZVPD basis set.

Geometry as ORCA input:
```
! wB97M-V def2-TZVPD RIJCOSX def2/J DEFGRID3
* xyz 1 6
Ge 1.141 2.879 1.130
Ge -0.647 1.014 -0.422
Fe 1.467 -1.236 -0.194
O 1.805 0.680 1.030
O 3.572 1.446 2.143
N 1.195 -3.049 -1.527
N 2.987 -0.700 2.384
N 3.513 -1.834 -0.643
N 2.142 -1.796 2.092
C -2.972 -5.295 -0.410
C 4.825 -3.636 -1.144
C 2.585 3.594 -0.094
C -3.681 4.147 0.154
C -2.958 3.062 -0.351
C 1.324 3.024 3.152
C -0.002 -3.632 -2.065
C -2.161 -4.687 -1.351
C -1.308 -4.916 1.268
C 2.563 5.112 -0.179
C -0.033 0.517 -2.360
C -0.490 -4.314 0.324
C -5.021 4.290 -0.152
C -2.827 -1.093 0.190
C -4.951 2.304 -1.495
C 3.521 -3.099 -1.205
C 5.604 -2.684 -0.522
C -0.720 3.582 0.669
C 2.329 -3.651 -1.705
C -0.907 -4.206 -0.994
C -1.104 0.239 -3.400
C 4.755 -1.594 -0.241
C -5.661 3.369 -0.967
C 2.819 0.550 1.840
C -2.547 -5.414 0.904
C -1.434 -0.629 0.575
C -3.615 2.154 -1.182
C 0.711 4.289 3.732
C -1.572 2.809 -0.003
H -1.415 -0.354 1.630
H -0.722 -1.463 0.435
H 3.685 -0.791 3.109
H 2.445 3.155 -1.083
H 0.853 2.141 3.587
H -3.116 -1.945 0.806
H -0.353 4.354 3.513
H -0.542 -2.855 -2.618
H -1.719 1.122 -3.561
H -3.176 -5.898 1.637
H 1.205 5.175 3.341
H 1.469 -1.947 2.845
H 2.764 5.557 0.793
H -2.865 -1.404 -0.850
H 2.712 -2.635 1.996
H 2.379 -4.592 -2.255
H 6.650 -2.743 -0.297
H 0.242 -4.438 -2.773
H -0.975 4.569 1.024
H -1.750 -0.585 -3.102
H -6.710 3.485 -1.188
H 1.601 5.478 -0.537
H -3.936 -5.680 -0.705
H 3.532 3.243 0.309
H -5.442 1.592 -2.142
H 0.831 4.280 4.815
H 3.331 5.450 -0.874
H -5.571 5.124 0.255
H 5.122 -4.604 -1.499
H -3.557 -0.298 0.340
H -0.966 -5.006 2.289
H 0.493 -3.946 0.611
H 2.383 2.980 3.390
H 5.016 -0.657 0.215
H -0.641 -0.019 -4.353
H -3.048 1.316 -1.580
H 0.625 -0.360 -2.225
H 0.599 1.343 -2.691
H -3.198 4.870 0.793
H -2.486 -4.607 -2.380
*
```

Output
- Gap between HOMO and LUMO (spin up / spin down): 7.83 / 5.99 eV
- ⟨S²⟩: 8.760
- E_LUMO (spin up / spin down): -2.470 / -4.306 eV
- F_max: 1.74 eV/Å
- ΔE to the lowest compared entry with this formula, charge and spin: 1.323 eV

Here are the Mulliken charges for atoms 1 to 6, given in e: number 1, Ge, carries 0.2499; number 2, Ge, carries 0.6563; number 3, Fe, carries 0.7964; number 4, O, carries -0.1594; number 5, O, carries -0.6282; number 6, N, carries 0.2937